{
  "formula": "C31H33BNO3",
  "method": "wB97M-V/def2-TZVPD",
  "symbols": ["C", "C", "C", "C", "C", "B", "O", "C", "C", "N", "C", "C", "C", "O", "O", "H", "H", "H", "H", "H", "H", "H", "H", "H", "H", "H", "H", "H", "H", "H", "H", "C", "C", "C", "C", "C", "C", "C", "C", "C", "C", "C", "C", "C", "C", "C", "C", "C", "C", "C", "C", "C", "H", "H", "H", "H", "H", "H", "H", "H", "H", "H", "H", "H", "H", "H", "H", "H", "H"],
  "positions_angstrom": [[-4.618, -0.273, -1.161], [-3.302, -0.857, -1.121], [-2.790, -1.928, -1.798], [-1.669, -2.359, -1.100], [-1.188, -1.190, -0.486], [-0.965, -0.985, 1.763], [-0.735, 0.354, 1.750], [-1.844, 1.077, 2.295], [-2.911, 0.087, 2.726], [-2.198, -1.226, 2.617], [-3.087, -2.359, 2.383], [-1.386, -1.518, 3.868], [-0.228, -2.393, 3.382], [0.013, -1.981, 1.977], [-2.305, -0.368, -0.332], [-5.329, -1.062, -1.454], [-4.964, 0.189, -0.229], [-4.689, 0.442, -2.000], [-3.188, -2.293, -2.732], [-1.148, -3.282, -1.295], [-1.484, 1.661, 3.149], [-2.184, 1.752, 1.523], [-3.211, 0.252, 3.770], [-3.804, 0.141, 2.090], [-3.559, -2.653, 3.342], [-3.894, -2.081, 1.683], [-2.545, -3.219, 1.988], [-0.988, -0.551, 4.241], [-2.017, -1.957, 4.646], [0.701, -2.194, 3.971], [-0.501, -3.462, 3.357], [2.341, 5.080, -3.133], [2.008, 3.843, -3.722], [1.617, 2.789, -2.901], [1.630, 2.896, -1.508], [1.365, 1.638, -0.682], [0.335, 0.818, -1.051], [0.091, -0.655, -0.758], [0.715, -1.574, -1.880], [1.311, -2.743, -1.391], [1.627, -3.792, -2.252], [1.360, -3.676, -3.618], [0.846, -2.472, -4.128], [0.572, -1.391, -3.252], [2.309, 1.460, 0.474], [2.110, 0.563, 1.536], [2.706, 0.779, 2.776], [3.816, 1.627, 2.869], [4.217, 2.361, 1.741], [3.459, 2.283, 0.572], [1.811, 4.187, -0.957], [2.151, 5.273, -1.757], [2.641, 5.925, -3.766], [2.070, 3.698, -4.801], [1.348, 1.828, -3.351], [-0.353, 1.261, -1.771], [0.775, -0.850, 0.065], [1.416, -2.871, -0.313], [2.075, -4.691, -1.825], [1.610, -4.507, -4.285], [0.643, -2.390, -5.198], [0.206, -0.445, -3.670], [1.553, -0.368, 1.384], [2.358, 0.219, 3.649], [4.356, 1.745, 3.817], [5.122, 2.961, 1.757], [3.808, 2.854, -0.292], [1.688, 4.310, 0.116], [2.303, 6.266, -1.305]],
  "lowdin_charge": [0.0028, -0.2911, 0.0226, 0.0679, -0.2474, -0.7965, 0.1170, -0.0826, -0.0351, -0.1178, 0.0388, -0.0394, -0.0572, 0.0654, 0.0568, 0.1031, 0.0924, 0.1117, 0.1360, 0.1345, 0.1424, 0.1374, 0.1498, 0.1337, 0.1242, 0.1184, 0.1205, 0.1572, 0.1498, 0.1512, 0.1374, -0.0780, -0.0690, -0.0431, -0.1878, -0.0835, 0.0277, -0.2023, -0.1647, -0.0508, -0.0735, -0.0810, -0.0577, -0.0230, -0.1301, -0.0331, -0.0723, -0.0797, -0.0684, -0.0368, -0.0555, -0.0773, 0.1069, 0.1058, 0.1024, 0.1226, 0.0890, 0.1221, 0.1094, 0.1081, 0.1064, 0.1126, 0.0860, 0.1004, 0.1075, 0.1065, 0.1195, 0.1183, 0.1125],
  "fmax_ev_per_a": 5.5,
  "homo_energy_ev": -10.1,
  "total_energy_ha": -1506.12139,
  "e_lumo_ev": -2.784,
  "de_lowest_ev": 1.046,
  "charge": 1
}